Entry from the Open Molecules 2025 dataset: a 2-piece molecular cluster, C35H42NO5 overall at a distorted geometry (ωB97M-V/def2-TZVPD).

```
83
Properties=species:S:1:pos:R:3:forces:R:3
C 0.042193 0.457206 3.017995 0.04 -0.68 -0.47
C 0.168336 -0.918586 2.240888 -2.10 -0.12 0.48
C -1.024052 -1.827308 2.791730 1.09 0.10 0.11
C -0.106442 -0.728666 0.701611 0.94 -0.49 0.52
C 1.216174 -0.479831 -0.153611 -1.29 0.30 -0.65
C 0.758954 -0.475298 -1.651732 0.44 -0.50 -1.12
C 0.511731 0.785362 -2.356301 -0.80 -1.67 -1.70
C 0.699061 2.224884 -1.778521 -0.30 -0.68 -0.28
C -0.063141 2.523558 -0.438975 0.58 0.98 0.67
C 0.379101 3.972872 0.069866 -0.49 -0.80 0.09
C 1.896005 4.043549 0.503443 -0.14 1.49 -1.25
O 2.534271 2.757106 0.648098 0.82 0.66 0.95
C 3.282082 2.657017 1.816302 -0.07 -0.52 0.37
O 2.798992 2.749235 2.907456 0.25 0.30 -0.62
C 0.046792 0.694353 -3.752400 0.26 -1.33 0.92
C -0.166575 -0.560761 -4.450378 0.85 0.03 1.51
C 0.114096 -1.812470 -3.764429 0.19 1.31 1.35
C 0.576354 -1.763304 -2.359279 -0.66 1.16 -1.33
C 0.860481 -3.152172 -1.710980 -0.63 -0.46 -0.09
O 1.814054 -3.381750 -0.997570 -0.56 0.47 -0.28
C -0.134143 -4.313827 -2.065708 -1.11 -0.31 -1.55
C -0.600008 -5.330209 -1.110593 -0.07 0.24 -1.76
C -0.108225 -5.233433 0.369633 -0.72 0.17 -0.83
C -0.957165 -6.088377 1.392410 1.18 0.92 1.05
C -0.706081 -5.493988 2.840317 0.49 0.08 0.34
C -1.810380 -5.148666 3.722631 2.45 0.22 0.77
C -1.471185 -4.638266 5.053344 1.71 -0.33 -0.98
C -0.076557 -4.478634 5.451767 -0.05 -0.57 -1.62
C 1.034818 -4.798127 4.538412 -2.36 -0.32 -0.81
C 0.714471 -5.314881 3.214780 -2.04 0.62 1.93
C -1.491982 -6.361144 -1.629929 0.47 1.28 -1.25
C -1.931166 -6.370487 -3.036089 1.19 1.15 0.58
C -1.472517 -5.366064 -3.993832 0.91 -0.01 2.48
C -0.565042 -4.334791 -3.478970 -0.61 -0.92 0.80
C -0.050093 -3.214390 -4.441114 -0.02 0.31 1.43
O 0.233825 -3.407975 -5.596310 -0.47 0.09 0.39
H -1.018381 0.811560 2.855226 1.16 -0.07 0.04
H 0.797441 1.192083 2.639108 -0.77 -0.40 0.49
H 0.149288 0.315762 4.123466 0.16 0.13 -0.94
H 1.103621 -1.487355 2.483351 -0.56 0.74 -0.47
H -0.965908 -2.853588 2.346910 -0.12 0.89 0.44
H -0.857384 -1.912901 3.895966 -0.51 -0.11 -0.86
H -2.032285 -1.391636 2.573937 0.85 -0.23 0.19
H -0.616943 -1.668389 0.333475 0.65 0.91 0.16
H -0.854552 0.095775 0.585462 0.63 -0.65 -0.07
H 1.963977 -1.271983 0.084551 -0.67 0.61 -0.43
H 1.668324 0.524055 0.040178 -0.34 -0.91 0.12
H 0.303528 2.951440 -2.548351 0.39 -0.78 0.68
H 1.805283 2.421989 -1.721675 -1.03 -0.14 0.35
H -1.184865 2.499397 -0.557367 1.16 0.04 -0.16
H 0.171206 1.827950 0.400127 -0.09 0.44 -0.95
H 0.185688 4.659869 -0.806288 0.36 -0.34 1.07
H -0.262379 4.273900 0.945115 0.50 -0.28 -0.91
H 2.441558 4.571579 -0.336622 -0.39 -0.65 0.82
H 2.061522 4.702593 1.402762 -0.39 -1.00 -0.66
H 4.381607 2.432357 1.686249 -1.07 0.06 -0.40
H -0.145643 1.646865 -4.305178 0.15 -0.96 0.55
H -0.512074 -0.543288 -5.514812 0.39 -0.17 1.17
H -0.182734 -4.144582 0.657652 0.17 -1.09 -0.23
H 0.986389 -5.489072 0.360524 -1.12 0.16 0.23
H -0.519688 -7.117676 1.420627 -0.87 0.58 -0.24
H -2.050986 -6.056158 1.160905 0.98 -0.24 0.10
H -2.868917 -5.274179 3.382265 1.16 0.13 0.41
H -2.240800 -4.340447 5.799124 0.53 -0.37 -0.82
H 0.173741 -4.105114 6.476294 -0.38 -0.36 -1.09
H 2.094400 -4.644894 4.843340 -1.04 -0.17 -0.21
H 1.508670 -5.587803 2.488832 -0.67 0.26 0.71
H -1.854502 -7.171243 -0.947391 0.36 0.92 -0.76
H -2.617139 -7.190160 -3.363342 0.71 0.90 0.29
H -1.774803 -5.370228 -5.069552 0.32 -0.01 1.20
C 0.160075 9.085507 0.225144 -0.13 0.51 -0.37
C -0.012983 8.359534 -1.064552 1.83 -1.40 0.85
O 0.670192 7.465307 -1.455435 -0.14 0.41 -0.03
N -1.183722 8.631438 -1.926265 -0.71 -0.15 -0.37
C -0.806858 9.058233 -3.314550 -0.10 0.51 -0.36
H 1.166549 8.906855 0.598116 -0.09 -0.13 -0.08
H 0.025881 10.159811 0.078935 -0.14 0.00 0.17
H -0.566286 8.713955 0.952001 -0.06 0.09 -0.01
H -1.841091 9.272114 -1.477899 -0.16 -0.04 -0.20
H -1.601442 7.701390 -2.038653 -0.37 0.17 0.22
H -0.397557 10.065442 -3.265490 0.02 -0.08 -0.06
H -1.712783 9.045957 -3.917838 0.07 0.07 0.03
H -0.083269 8.356246 -3.722341 -0.02 0.01 0.22
```
Forces are in eV/Å.

LUMO level   -4.256 eV
Net charge   +1
HOMO-LUMO gap   5.62 eV